(1)
{
  "formula": "C18H51N11O8",
  "method": "ωB97M-V/def2-TZVPD",
  "s2": 0.750,
  "spin_multiplicity": 2,
  "total_energy_ha": -1920.6962,
  "total_charge": -1,
  "homo_ha": [0.0074, -0.2331],
  "species": ["C", "C", "C", "C", "C", "C", "N", "O", "C", "C", "C", "H", "H", "H", "H", "H", "H", "H", "H", "H", "H", "H", "H", "H", "H", "H", "H", "H", "H", "H", "C", "O", "N", "N", "H", "H", "H", "H", "C", "O", "N", "N", "H", "H", "H", "H", "C", "O", "N", "N", "H", "H", "H", "H", "C", "O", "N", "N", "H", "H", "H", "H", "C", "O", "N", "N", "H", "H", "H", "H", "C", "C", "O", "H", "H", "H", "H", "H", "H", "C", "C", "O", "H", "H", "H", "H", "H", "H"],
  "xyz": [[3.0312, 23.0444, 12.8016], [2.0548, 23.1329, 13.9649], [2.9280, 23.0990, 15.2902], [3.6879, 24.3671, 15.6210], [2.7279, 25.4906, 15.6355], [1.8255, 25.6411, 14.3419], [1.2169, 24.2853, 14.0283], [0.3454, 24.3134, 12.9815], [0.6472, 26.5955, 14.8585], [2.4631, 26.3699, 13.2018], [1.2202, 21.7785, 13.9628], [3.8758, 23.7302, 12.8688], [2.5230, 23.3443, 11.8852], [3.4307, 22.0346, 12.7085], [2.2973, 22.9052, 16.1578], [3.6951, 22.3255, 15.2532], [4.4245, 24.4436, 14.8212], [4.2895, 24.3844, 16.5297], [3.2701, 26.3959, 15.9084], [2.1259, 25.3055, 16.5252], [0.0287, 26.9853, 14.0500], [-0.0946, 26.0273, 15.4198], [0.9682, 27.4274, 15.4853], [3.4025, 25.8765, 12.9526], [1.8588, 26.3185, 12.2961], [2.5664, 27.4351, 13.4089], [1.8846, 20.9148, 13.9860], [0.6021, 21.7266, 13.0665], [0.4902, 21.8064, 14.7718], [-0.4663, 24.3172, 13.4941], [-0.4458, 23.9190, 8.6789], [-0.0958, 23.0231, 7.9558], [-0.9017, 25.1442, 8.3366], [-0.2590, 23.8907, 9.9900], [-1.3017, 25.8682, 8.9162], [-1.0987, 25.2699, 7.3540], [-0.3676, 24.7404, 10.5250], [0.1930, 23.0591, 10.3428], [5.6955, 18.5040, 10.7593], [6.1510, 18.1260, 9.7183], [5.9521, 19.6635, 11.2763], [4.8147, 17.8210, 11.5189], [5.4066, 19.8608, 12.1030], [6.5273, 20.3842, 10.8640], [4.5618, 16.9260, 11.1251], [4.5594, 18.2189, 12.4114], [-0.7985, 16.0651, 6.9824], [-1.4218, 15.0149, 7.1443], [0.4305, 16.3162, 7.2575], [-1.3696, 17.2366, 6.7580], [1.1077, 15.7036, 7.6889], [0.8145, 17.2050, 6.9702], [-2.3782, 17.2140, 6.7102], [-0.8117, 18.0644, 6.6043], [4.9219, 21.0201, 6.9058], [5.9648, 21.4302, 6.3765], [3.7101, 21.3675, 6.6131], [4.8522, 20.1562, 7.8918], [3.7170, 22.0830, 5.9003], [2.9267, 21.1768, 7.2214], [5.7000, 19.8580, 8.3527], [3.9237, 19.8452, 8.1394], [0.5434, 20.3870, 5.2671], [0.3875, 19.4382, 6.0210], [0.9346, 20.4046, 4.0316], [0.4030, 21.6339, 5.6023], [1.2637, 19.5599, 3.5863], [1.0717, 21.3114, 3.6087], [0.1334, 21.9614, 6.5189], [0.7601, 22.2326, 4.8715], [-0.3628, 15.0463, 10.6248], [0.3632, 16.0980, 11.5354], [1.5803, 15.5805, 12.0117], [-0.6760, 14.2348, 11.2817], [0.3837, 14.5495, 10.0051], [-1.1220, 15.5275, 10.0083], [-0.2861, 16.3074, 12.3855], [0.7026, 16.9436, 10.9373], [2.2343, 15.7851, 11.3393], [1.7172, 19.9366, 10.6637], [0.9582, 19.8267, 9.2799], [1.9027, 20.0699, 8.2613], [1.0545, 20.0333, 11.5236], [2.3005, 20.8455, 10.8109], [2.4423, 19.1329, 10.7919], [0.1238, 20.5195, 9.1707], [0.6489, 18.7897, 9.1490], [1.3441, 20.0867, 7.4807]],
  "forces_ev_per_a": [[-0.0304, 0.5977, -0.7505], [1.7460, -1.9730, 1.5740], [-0.1211, -0.2109, 0.6013], [0.6069, -0.3853, -1.6407], [-0.3982, 0.5528, -0.3181], [-1.7684, 0.6399, 2.3413], [1.7689, 1.1107, 2.3599], [-0.9905, 0.4028, -1.0574], [-0.4205, -1.1626, -0.6266], [0.5584, -0.5171, -0.8194], [-0.2039, 1.7446, -0.2598], [0.0597, 0.0192, 0.2574], [-0.0774, -0.3071, -0.2459], [-0.0497, -0.0214, -0.1187], [-0.3828, -0.3480, -0.0863], [-0.3560, -0.5362, -0.3161], [0.2480, 0.5501, -0.1719], [-0.2441, -0.5694, 0.2532], [-0.1972, 0.4985, -0.5902], [-0.7080, 0.0529, -0.1737], [0.3747, 0.1942, -0.3651], [0.2492, -0.2805, 0.4103], [0.3779, -0.0692, -0.1456], [0.3546, 0.4560, -0.0884], [-0.2739, -0.1730, 0.0671], [0.3666, -0.1063, 0.1952], [-0.0645, 0.0745, 0.2517], [0.1990, -0.0055, -0.2270], [0.2660, -0.2365, 0.3380], [-0.9031, 0.0208, -0.6803], [0.2090, 2.3121, 2.0190], [0.0336, -1.5832, -1.9878], [-0.7703, 0.7191, -3.0050], [0.2873, -1.2000, 1.5496], [0.1662, -0.4695, 0.5883], [0.0224, 0.0125, 0.0634], [0.1523, -0.2942, 0.4525], [-0.0609, 0.3980, 0.4332], [-0.4947, -0.9481, -0.5770], [0.7590, -1.2375, -1.9284], [0.5860, 3.6801, 2.3458], [-0.4987, -1.0783, -0.0259], [0.5218, 0.8553, -0.2340], [-0.2252, -0.4119, -0.0449], [-0.2299, 0.1346, 0.7982], [-0.4067, -0.9738, -0.2214], [-3.3257, -1.3180, 1.3455], [0.4610, -0.1119, -0.3865], [6.5337, -0.1087, 0.8708], [-2.9302, 1.5105, -1.2390], [-0.5799, -0.3532, -0.4195], [0.0421, -0.1141, 0.1750], [0.3172, 0.4006, -0.3159], [-0.5756, 0.1875, -0.0881], [3.0348, -0.0978, 0.2769], [-0.5774, -0.0252, 0.0202], [-2.9022, 2.6034, -3.2245], [1.3087, -1.9495, 2.2182], [-0.7750, 0.0145, 0.2192], [0.1631, 0.4649, -0.1207], [-0.4201, -0.4285, -0.1120], [0.4757, -0.3303, 0.5370], [-0.1547, 0.3597, 1.5831], [-0.1480, -1.4931, 0.4825], [1.3807, -2.3925, -4.5471], [-0.5725, 2.8249, 1.3706], [-0.0428, 0.3416, -0.0551], [0.1740, -0.9669, -0.5122], [-0.0782, 0.5269, 0.1959], [-0.5173, 0.9483, 1.3760], [1.2129, 0.5896, 0.9367], [-0.3225, -0.9521, -1.5655], [0.8147, -0.6199, 0.8337], [-0.7190, 0.1420, -0.1089], [0.0268, 0.3169, -0.4087], [-0.1980, -0.4287, 0.1363], [0.2291, 0.5312, -0.0860], [-1.1215, 0.6453, 0.1066], [0.0700, -0.1884, 0.1119], [-0.5865, 0.5379, -0.5771], [1.3378, -0.1462, 1.9611], [0.1448, 0.2821, 0.0372], [-0.3511, -0.7273, -0.1059], [0.0747, 0.3258, -0.8227], [-0.2683, -0.2780, -0.0004], [-0.0680, -0.0252, 0.2959], [-0.5764, -0.0555, 0.2523], [-0.0281, -0.3706, -0.8403]]
}

***

(2)
{
  "formula": "C18H51N3O9",
  "method": "ωB97M-V/def2-TZVPD",
  "smiles": "COC[C@H](C)N.COC[C@H](C)N.COC[C@H](C)N.OCCO.OCCO.OCCO",
  "total_energy_ha": -1557.6242,
  "de_lowest_ev": 2.697,
  "total_charge": 0,
  "homo_ha": -0.3339,
  "species": ["C", "C", "O", "O", "H", "H", "H", "H", "H", "H", "C", "C", "O", "O", "H", "H", "H", "H", "H", "H", "C", "C", "O", "O", "H", "H", "H", "H", "H", "H", "C", "C", "C", "O", "C", "N", "H", "H", "H", "H", "H", "H", "H", "H", "H", "H", "H", "C", "C", "C", "O", "C", "N", "H", "H", "H", "H", "H", "H", "H", "H", "H", "H", "H", "C", "C", "C", "O", "C", "N", "H", "H", "H", "H", "H", "H", "H", "H", "H", "H", "H"],
  "xyz": [[-20.8941, -15.2204, -18.2383], [-21.6747, -13.9196, -18.4554], [-21.3195, -12.9973, -19.4758], [-19.6088, -14.9576, -17.7761], [-20.8262, -15.8353, -19.1357], [-21.3995, -15.8097, -17.4731], [-21.7342, -13.4039, -17.4970], [-22.7338, -13.9935, -18.7021], [-21.9906, -12.3175, -19.5716], [-19.2010, -14.4584, -18.4876], [-17.9096, -13.6229, -23.2402], [-18.7797, -14.8185, -23.5152], [-20.1286, -14.3967, -23.3279], [-17.8758, -13.1624, -21.9375], [-18.1102, -12.7519, -23.8641], [-16.8928, -13.9314, -23.4833], [-18.5054, -15.6055, -22.8126], [-18.6073, -15.0847, -24.5580], [-20.2568, -13.8478, -22.5508], [-18.6717, -12.6424, -21.8047], [-21.4169, -20.0798, -26.0571], [-22.5033, -19.0916, -26.5232], [-23.7784, -19.5972, -26.4256], [-21.3025, -21.1558, -26.9311], [-21.5452, -20.5340, -25.0746], [-20.4442, -19.5887, -26.0860], [-22.3245, -18.7417, -27.5400], [-22.5305, -18.1693, -25.9430], [-23.7848, -20.5189, -26.6940], [-22.1159, -21.6646, -26.8980], [-20.2807, -9.8842, -27.2646], [-20.1662, -11.1862, -28.1137], [-21.0021, -11.0403, -29.4092], [-20.8238, -12.1441, -30.2988], [-21.3266, -11.9635, -31.6011], [-18.7778, -11.3684, -28.3408], [-21.2712, -9.7381, -26.8335], [-20.0416, -8.9989, -27.8538], [-19.5873, -9.8173, -26.4263], [-20.6220, -11.9931, -27.5399], [-20.7634, -10.0803, -29.8668], [-22.0571, -11.0864, -29.1391], [-22.4163, -11.9917, -31.6006], [-21.0356, -12.7743, -32.2688], [-21.0714, -11.0079, -32.0592], [-18.2798, -10.6375, -28.8287], [-18.6841, -12.0613, -29.0696], [-26.4763, -15.7623, -22.5403], [-26.2649, -17.1661, -21.8472], [-27.4163, -18.1470, -22.0136], [-28.6851, -17.7165, -21.4564], [-28.8355, -18.1837, -20.0533], [-24.9674, -17.6719, -22.2698], [-25.8192, -15.0035, -22.1154], [-27.4688, -15.3588, -22.3397], [-26.4270, -15.8242, -23.6274], [-26.2555, -16.9707, -20.7750], [-27.1788, -19.1558, -21.6759], [-27.5604, -18.1955, -23.0929], [-29.2841, -19.1768, -20.0307], [-29.5709, -17.6467, -19.4542], [-27.9252, -18.1510, -19.4545], [-24.2951, -16.9535, -22.4978], [-25.0952, -18.2319, -23.1005], [-13.7781, -9.0708, -23.6466], [-14.2685, -8.3911, -22.3054], [-15.6311, -7.6274, -22.3415], [-15.4950, -6.5096, -23.1944], [-16.6520, -5.7939, -23.2554], [-14.3876, -9.4569, -21.3540], [-13.8768, -8.3727, -24.4780], [-14.4603, -9.9060, -23.8053], [-12.7012, -9.2392, -23.6548], [-13.4725, -7.7544, -21.9195], [-15.8493, -7.2914, -21.3278], [-16.4183, -8.2795, -22.7200], [-17.5418, -6.4146, -23.3616], [-16.6975, -5.0518, -24.0525], [-16.8729, -5.3239, -22.2970], [-14.7052, -9.0385, -20.4913], [-15.1522, -10.0208, -21.6967]],
  "forces_ev_per_a": [[-0.6730, 0.5136, -0.9126], [-2.4387, 0.7807, 0.5576], [2.1696, -0.1267, -0.7748], [0.7264, 0.2810, 0.2055], [-0.2960, -0.0263, -0.2784], [-0.1844, 0.1733, -0.0209], [0.6217, 0.1151, 0.3202], [-0.3340, -1.6125, 0.4491], [-0.0447, -0.2160, 0.2639], [0.5009, 0.1289, 0.0784], [1.7041, -0.1095, -1.3512], [-0.4134, 1.7858, 0.8666], [-0.7455, -0.7788, -0.8302], [-0.4184, 0.0356, 1.5170], [-0.4070, -0.2966, -0.6383], [0.2780, 0.0580, 0.0246], [-0.0447, -0.3067, -0.1544], [-0.4055, -0.3145, 0.0885], [0.3672, -0.2274, 0.2313], [0.0221, 0.1594, 0.3328], [0.1201, 0.8809, 0.0088], [1.1815, 0.6784, 0.5032], [-1.5971, -0.8784, 0.3048], [-0.0073, -0.9117, -1.2403], [-0.4246, 0.7540, 0.4817], [-0.0317, 0.1531, 0.1184], [0.4635, -0.3330, -0.3205], [0.3766, -0.0701, 0.3870], [-0.1799, 0.0049, -0.1855], [0.0879, -0.2592, -0.0294], [-0.5345, -0.0190, -0.1088], [-0.9449, 2.0398, 0.1422], [-0.5335, -0.6136, 0.3228], [1.1479, 0.1138, 0.0846], [-0.8296, 0.1180, -0.0098], [1.4880, -1.6239, -0.8669], [-0.1571, -0.0312, -0.1781], [-0.1178, 0.0040, -0.3386], [0.1464, -0.6435, -0.0586], [0.4981, -0.3311, 0.0477], [0.0456, 0.0688, -0.3722], [-0.2920, 0.5833, 0.1664], [-0.3528, 0.0379, 0.1660], [0.4472, -0.0309, 0.3422], [0.4360, 0.1497, 0.1016], [-0.4561, 1.0973, 0.4567], [0.0157, -0.9288, 0.1244], [-1.3171, -0.7124, 0.7036], [0.1458, 2.3110, 0.4319], [-0.6146, 0.2687, -1.0198], [0.9569, -0.4640, 1.9257], [-0.3732, 0.0252, -0.8360], [-0.2959, -1.3055, 0.1960], [0.4552, -0.2513, -0.2711], [-0.2748, -0.1662, 0.1619], [0.4488, -0.0816, -0.0056], [0.3742, 0.1656, 0.2715], [0.2348, 0.0238, 0.2180], [-0.4557, -0.2905, -0.1907], [0.5190, -0.4212, -0.3555], [-0.0290, 0.9048, -0.7084], [0.2937, -0.0908, -0.4227], [-0.2315, 0.2076, 0.0966], [0.1893, -0.1289, -0.2183], [-0.9264, 2.0459, 0.5680], [0.3625, -0.0998, -1.0256], [2.0614, 0.0979, -0.9803], [0.9613, -0.6680, -0.3579], [-1.9456, 0.7763, 0.5002], [-0.1546, -0.4748, 0.5255], [-0.4656, 0.0986, -0.0845], [0.5850, -0.3711, -0.2672], [-0.2530, -0.8053, 0.5190], [-0.1510, 0.4786, -0.2503], [-0.2332, -0.0272, 0.2390], [-0.2397, -0.2233, 0.0684], [-0.1386, -0.5340, -0.5033], [0.5299, -0.0632, 0.0328], [0.2237, 0.6147, 0.2660], [-0.0499, -0.2689, 0.4564], [-0.1723, -0.5966, 0.2923]]
}